Entry 1:
71
Properties=species:S:1:pos:R:3:forces:R:3:lowdin_spin:R:1 method="wB97M-V/def2-TZVPD" e_above_lowest_kcal_mol=0.0 lumo_energy_ev="0.04 / -6.52" s_squared=0.755 spin_multiplicity=2
Cl -0.841745 -0.211983 0.335928 -1.85 0.99 -3.17 -0.01
O -0.605605 -0.806153 -0.990142 0.13 -0.26 -0.09 0.06
O 0.392185 -0.465053 1.030888 0.63 -0.01 1.40 0.02
O -1.164215 1.182727 0.134108 1.12 -0.54 0.74 0.02
O -1.986685 -0.834043 0.916768 0.46 -0.58 0.98 0.00
O 0.192715 1.287487 3.881038 0.23 0.29 -0.08 0.00
H -0.336535 0.528477 3.636058 -0.24 -0.22 -0.22 0.00
H 0.619455 1.028927 4.697908 0.07 -0.03 0.31 0.00
O 2.698435 1.238787 2.190118 0.83 0.01 -0.20 0.00
H 2.347645 0.560497 1.612968 -0.37 -0.08 -0.03 0.00
H 1.964275 1.474587 2.757248 -0.60 0.04 0.19 0.00
C 1.689815 2.479917 -1.233182 -0.05 0.67 1.00 0.00
C 2.434455 3.442107 -2.173042 -0.06 -0.38 0.41 0.00
C 3.261995 2.701917 -3.192572 0.42 -1.34 -0.01 0.00
O 1.463765 4.301247 -2.781142 0.75 -0.32 -0.15 0.00
H 0.949625 3.040587 -0.662332 -0.47 0.24 -0.57 0.00
H 2.224675 2.131647 -0.349592 0.86 -0.47 -0.40 0.00
H 1.174625 1.656307 -1.727502 0.04 0.01 -0.17 0.00
H 3.178915 4.025307 -1.631052 -0.50 0.48 0.34 0.00
H 3.845785 3.260397 -3.924272 -0.32 0.38 0.12 0.00
H 2.696975 1.916857 -3.695092 -0.48 0.19 -0.44 0.00
H 3.974275 2.087957 -2.641372 0.36 0.12 0.22 0.00
H 1.248705 3.789247 -3.564212 -0.58 0.36 -0.34 0.00
C -5.741305 1.785117 4.168938 -0.04 0.45 0.11 0.00
C -4.579365 1.814377 3.156838 -1.50 0.51 0.49 0.00
C -3.493045 2.733887 3.552358 0.11 1.47 0.78 0.00
O -4.104305 0.536367 2.987538 0.37 -1.68 -0.17 0.00
H -6.638685 1.262657 3.837518 0.26 -0.25 -0.29 0.00
H -6.077975 2.796807 4.395288 0.08 0.23 -0.21 0.00
H -5.469035 1.382487 5.144568 0.36 -0.29 -0.12 0.00
H -4.954445 2.205097 2.210918 -0.42 -0.02 -0.29 0.00
H -3.965135 3.703727 3.709358 0.17 0.37 -0.17 0.00
H -2.752115 2.848017 2.761098 0.21 -0.13 0.17 0.00
H -3.056105 2.502967 4.523888 0.29 -0.38 -0.15 0.00
H -3.400175 0.584997 2.336818 0.18 -0.36 -0.22 0.00
C 2.372935 -1.552353 -2.848912 0.65 0.86 -0.93 0.10
C 3.240135 -2.107583 -1.637242 -0.56 -0.56 -1.38 0.08
C 3.865385 -1.064733 -0.832302 1.09 1.98 1.06 0.03
O 2.257235 -2.722863 -0.898922 -0.31 -1.55 0.09 0.46
H 1.555985 -2.175723 -3.212362 -0.08 -0.02 0.69 0.00
H 3.001335 -1.438333 -3.732212 0.62 -0.25 0.10 0.02
H 2.090135 -0.524953 -2.619642 -0.58 -0.24 0.32 0.00
H 3.979035 -2.831043 -1.981832 -0.36 -0.28 0.05 0.00
H 3.193285 -0.306563 -0.430352 -0.47 -0.01 -0.27 0.00
H 4.599425 -0.503463 -1.410452 0.14 -0.16 -0.02 0.00
H 4.332995 -1.489693 0.055858 0.27 -0.20 -0.18 0.00
H 1.651525 -2.030993 -0.623162 -1.03 0.71 0.61 0.00
C 0.458485 -5.389463 3.135438 0.69 1.30 -1.19 0.00
C 0.663615 -3.879253 2.726998 0.47 0.44 -0.44 0.02
C 2.081365 -3.312293 2.686748 1.22 -0.49 1.13 0.01
O 0.069215 -3.662133 1.434128 -0.08 -1.54 0.07 0.16
H 0.992265 -5.837443 3.973588 -0.22 1.08 0.72 0.00
H 0.947115 -5.980233 2.360628 -0.84 -0.11 -0.67 0.00
H -0.624965 -5.468853 3.224538 0.21 -0.74 -0.16 0.00
H 0.121915 -3.233363 3.417998 -0.21 0.00 0.28 0.01
H 2.850425 -3.895863 2.180678 -0.43 -0.50 -0.49 0.00
H 2.451885 -3.318013 3.711828 -0.02 0.16 0.27 0.00
H 2.237025 -2.290333 2.341108 -0.78 0.12 -0.09 0.00
H 0.107155 -2.750263 1.136368 0.03 0.54 0.51 0.00
C -2.045665 1.561037 -3.514002 0.00 -0.56 0.59 0.00
C -2.739705 0.273407 -4.064452 2.23 0.16 1.91 0.00
C -1.674405 -0.587893 -4.810602 -1.34 0.37 -0.28 0.00
O -3.270565 -0.623103 -3.010752 -0.63 1.48 -1.70 0.00
H -1.694845 2.106517 -4.390062 0.35 0.09 0.14 0.00
H -1.256825 1.324457 -2.799952 0.63 -0.34 -0.45 0.00
H -2.587645 2.263597 -2.880952 -0.97 -0.19 -0.41 0.00
H -3.468565 0.718807 -4.741562 -0.74 -1.13 0.15 0.00
H -2.285145 -1.364213 -5.271482 0.42 -0.36 -0.10 0.00
H -0.955265 -1.032383 -4.122582 -0.14 0.08 0.17 0.00
H -1.130445 -0.068663 -5.599652 -0.07 0.21 0.01 0.00
H -2.577645 -0.780053 -2.365132 0.39 0.19 0.09 0.00

=====

Entry 2:
139
Properties=species:S:1:pos:R:3:forces:R:3:mulliken_charge:R:1 method="wB97M-V/def2-TZVPD" total_charge=+1 e_above_lowest_kcal_mol=0.0 lumo_energy_ev=-2.56
C 3.229225 -1.163821 1.632888 -0.05 0.06 0.10 -1.53
C 2.029226 -1.875390 1.062387 -0.22 -0.08 0.02 0.59
N 1.112144 -2.381078 1.773112 0.16 0.08 -0.03 -0.70
C 1.750063 -2.041018 -0.443001 0.10 -0.06 0.12 -0.03
P 2.852065 -1.427204 -1.749460 0.20 0.04 -0.02 0.05
C 2.041279 -2.049156 -3.262675 -0.15 0.02 -0.01 -1.34
C 2.287891 -1.412535 -4.648555 -0.21 -0.32 -0.08 0.99
C 2.372029 -2.485836 -5.729154 0.18 -0.08 0.05 -1.43
Cl 3.751422 -0.395676 -4.704780 0.09 0.02 -0.01 -0.03
C 4.462443 -2.291775 -1.451419 -0.03 -0.16 -0.07 0.01
Cl 5.751969 -1.805280 -2.559162 0.05 0.10 0.04 -0.06
C 4.257712 -3.834567 -1.375013 0.15 0.11 -0.15 0.52
C 4.948055 -4.642341 -2.457440 -0.14 -0.24 0.11 -1.52
Cl 4.812922 -4.379745 0.239495 -0.07 -0.03 0.03 -0.15
P 3.004047 0.847777 -1.499133 -0.05 0.44 0.06 -0.08
N 1.911639 1.261499 -2.729612 -0.27 -0.09 0.38 -0.20
O 2.141986 0.966956 -0.132318 0.06 -0.37 -0.58 -0.16
H 3.991217 -0.876509 0.912097 -0.03 -0.04 0.01 0.25
H 3.681801 -1.787106 2.404767 0.05 -0.01 -0.06 0.45
H 2.889666 -0.238004 2.097852 0.01 -0.01 0.01 0.31
H 1.302311 -2.270544 2.772426 0.03 -0.06 -0.02 0.16
H 0.797444 -1.548345 -0.643535 -0.05 -0.01 0.03 -0.51
H 1.581522 -3.106814 -0.612962 -0.06 0.04 -0.05 0.95
H 2.250640 -3.122648 -3.302607 0.06 0.02 0.03 0.62
H 0.976001 -1.966750 -3.022569 0.00 -0.07 -0.06 0.64
H 1.444153 -0.766371 -4.881280 0.19 0.26 0.10 -0.28
H 2.965260 -3.337177 -5.389217 0.01 0.03 -0.01 0.32
H 2.861712 -2.094726 -6.618632 -0.19 0.06 -0.05 0.38
H 1.373481 -2.838511 -5.991212 0.02 -0.03 0.02 0.39
H 4.795937 -1.947543 -0.476325 -0.12 0.00 0.00 0.48
H 3.194666 -4.068350 -1.403083 0.02 0.00 0.07 0.20
H 4.658483 -5.686437 -2.340217 0.01 0.01 0.01 0.41
H 4.633589 -4.315880 -3.450129 0.08 0.08 0.01 0.32
H 6.029728 -4.581039 -2.370521 0.00 0.10 -0.09 0.44
H 0.942621 0.981479 -2.591369 0.01 0.04 -0.01 0.04
H 1.920639 2.267643 -2.869490 0.13 -0.06 -0.24 0.30
H 1.193771 0.681396 -0.225495 -0.22 0.15 0.80 0.23
C -0.883279 2.418504 1.347478 0.08 -0.04 0.00 -1.47
C -1.503675 1.340057 0.467351 0.04 0.28 0.09 0.26
C -2.925147 0.944225 0.864156 -0.08 -0.03 -0.14 -0.69
O -3.001903 0.096381 1.992070 -0.01 0.00 -0.02 -0.53
C -2.953106 0.737643 3.258868 -0.01 -0.04 0.03 -0.43
N -0.617001 0.167277 0.429209 0.31 -0.12 -0.53 -0.07
H -0.603302 2.027502 2.326488 -0.04 0.01 0.01 0.05
H 0.020557 2.816714 0.883714 0.01 -0.01 0.01 0.44
H -1.578227 3.244496 1.498777 -0.01 -0.01 0.00 0.42
H -1.555740 1.725229 -0.555149 -0.12 -0.01 0.00 -0.06
H -3.354124 0.365740 0.039655 0.00 -0.01 0.01 0.47
H -3.554511 1.833384 0.997297 0.04 0.02 0.05 0.48
H -3.451578 1.711021 3.230994 0.02 0.01 0.00 0.30
H -1.932038 0.871291 3.617730 0.00 0.05 -0.02 -0.06
H -3.473903 0.092025 3.965233 -0.01 0.01 -0.01 0.39
H -1.011879 -0.505687 -0.224845 -0.16 0.03 0.07 0.24
H -0.657981 -0.313401 1.325658 0.09 0.04 0.03 0.16
C 7.019736 0.967737 -9.160317 0.01 -0.04 0.00 -1.51
C 6.222199 0.959424 -7.861441 0.07 0.06 -0.05 0.55
C 5.250111 2.139314 -7.725179 -0.11 -0.06 0.05 -0.41
O 5.858455 3.365783 -7.379196 0.02 0.00 -0.01 -0.40
C 6.394438 4.112843 -8.455727 -0.04 0.03 0.00 -0.64
N 7.146533 0.869399 -6.728341 -0.15 0.05 0.04 -0.68
H 7.808091 1.720351 -9.136295 -0.01 0.01 0.00 0.29
H 7.498196 0.000690 -9.309649 0.03 0.01 0.02 0.37
H 6.377725 1.169620 -10.019276 0.00 0.01 0.00 0.35
H 5.607157 0.052221 -7.855998 -0.03 0.02 0.01 0.25
H 4.559686 1.917572 -6.905215 0.02 0.03 0.02 0.06
H 4.647492 2.258092 -8.636163 0.05 -0.02 -0.03 0.45
H 5.780626 4.003041 -9.355466 0.01 0.01 0.00 0.31
H 7.419939 3.820668 -8.692551 -0.01 -0.02 -0.01 0.24
H 6.393707 5.159007 -8.154258 0.01 0.00 0.00 0.26
H 6.613848 0.764709 -5.869558 0.02 -0.07 0.00 0.22
H 7.605309 1.771857 -6.634365 0.08 -0.05 -0.01 0.32
C -1.090273 -5.139346 6.798992 -0.03 0.01 0.00 -1.46
C -0.354574 -3.826848 7.044955 0.02 -0.09 0.03 0.39
C 0.142737 -3.149111 5.762971 -0.03 0.07 0.01 -0.21
O 1.294586 -3.739866 5.184239 -0.01 0.02 -0.06 -0.48
C 1.053900 -4.850934 4.339431 0.05 0.09 -0.13 -0.71
N 0.707442 -4.053417 8.022441 0.08 0.11 -0.07 -0.72
H -0.394069 -5.943326 6.557796 0.00 0.01 -0.01 0.29
H -1.628160 -5.435338 7.698177 0.03 -0.01 0.01 0.36
H -1.808448 -5.048627 5.981949 0.01 0.00 0.00 0.34
H -1.064776 -3.125568 7.496948 -0.01 0.01 -0.04 0.37
H 0.437484 -2.124737 6.009429 0.04 -0.01 0.00 -0.06
H -0.664368 -3.095871 5.018399 -0.01 -0.01 0.02 0.44
H 0.124299 -4.716078 3.776900 0.00 -0.05 -0.01 0.34
H 1.012574 -5.798756 4.879588 -0.04 0.05 0.07 0.28
H 1.884976 -4.896412 3.634822 -0.01 -0.04 -0.01 0.26
H 1.127915 -3.172097 8.298536 -0.05 0.00 0.05 0.26
H 1.454645 -4.579123 7.578587 -0.03 -0.05 0.03 0.31
C -2.198123 3.379852 -4.026841 0.01 0.01 0.01 -1.77
C -1.573951 2.010843 -4.265635 -0.10 0.08 0.05 0.71
C -1.893346 1.403473 -5.636694 0.06 -0.04 -0.04 -0.59
O -3.192521 0.871257 -5.745628 -0.02 0.02 0.07 -0.40
C -4.212997 1.792330 -6.095018 0.00 -0.02 -0.07 -0.64
N -1.953112 1.116852 -3.162224 0.29 -0.19 0.01 -0.35
H -3.267305 3.296818 -3.831000 0.00 0.00 -0.02 0.32
H -1.743903 3.854845 -3.157373 -0.02 -0.01 0.02 0.39
H -2.057211 4.034829 -4.887226 0.00 0.00 0.00 0.41
H -0.483459 2.130986 -4.234092 -0.01 -0.01 -0.04 0.05
H -1.218678 0.556309 -5.800759 -0.02 0.00 -0.01 0.11
H -1.704450 2.133125 -6.434501 0.00 0.02 0.03 0.51
H -3.837567 2.548417 -6.791076 -0.01 0.00 0.00 0.30
H -4.633551 2.294023 -5.220685 0.02 0.01 0.00 0.24
H -5.003168 1.225304 -6.582741 0.00 0.00 0.00 0.27
H -1.465385 0.230845 -3.274940 -0.06 -0.02 -0.06 0.13
H -2.933559 0.870945 -3.277370 -0.02 0.08 0.04 0.31
C 0.020286 2.380414 8.796265 0.00 -0.02 0.02 -1.40
C -1.424832 2.204101 8.342661 0.07 0.08 0.01 0.27
C -1.588445 1.257369 7.148386 -0.11 -0.04 0.00 -0.36
O -1.215207 1.808599 5.895142 0.08 -0.02 0.01 -0.27
C 0.164017 1.756429 5.597334 -0.01 -0.02 -0.03 -0.42
N -2.014210 3.521549 8.113076 -0.08 -0.07 -0.11 -0.73
H 0.572798 3.029914 8.116173 0.00 -0.01 0.00 0.29
H 0.044306 2.846621 9.779828 0.00 0.03 -0.01 0.35
H 0.540147 1.422338 8.857294 0.00 0.00 0.00 0.33
H -1.978447 1.742196 9.166688 0.01 -0.04 -0.01 0.43
H -2.648152 1.009632 7.048417 0.00 0.02 -0.03 0.37
H -1.042834 0.318781 7.319262 0.02 0.02 0.03 0.08
H 0.623523 0.847797 6.001962 0.01 0.00 0.00 0.28
H 0.707192 2.623359 5.980063 0.00 -0.02 0.03 0.27
H 0.264856 1.747047 4.510404 0.00 0.00 0.00 -0.03
H -3.010069 3.436212 7.937749 -0.01 0.01 0.08 0.27
H -1.624136 3.910568 7.259752 0.04 0.03 0.04 0.30
C -8.529230 -0.174227 1.668511 -0.01 -0.01 0.02 -1.61
C -7.073433 0.026727 2.072529 -0.07 -0.02 -0.08 0.42
C -6.793755 1.372318 2.752391 0.06 -0.02 0.07 -0.46
O -6.728503 2.479329 1.872796 -0.01 -0.02 -0.03 -0.34
C -7.970709 3.070816 1.542070 0.01 0.03 0.03 -0.71
N -6.217021 -0.197867 0.906131 0.09 0.11 0.04 -0.70
H -8.777941 0.411859 0.782782 0.00 0.01 0.01 0.29
H -8.705981 -1.221257 1.426203 0.01 0.01 -0.03 0.39
H -9.210019 0.112572 2.471718 0.00 0.00 0.00 0.36
H -6.823098 -0.740372 2.813271 0.00 0.01 0.01 0.42
H -5.806100 1.317873 3.217216 0.00 0.01 -0.01 0.03
H -7.524241 1.564058 3.549401 -0.02 -0.01 -0.02 0.52
H -8.658837 3.043123 2.392715 0.00 0.01 -0.01 0.32
H -8.448638 2.581608 0.689745 -0.01 -0.02 0.02 0.26
H -7.776135 4.110245 1.281732 0.00 0.00 -0.01 0.25
H -5.244201 -0.166052 1.196166 0.00 -0.13 0.06 0.22
H -6.333728 0.597418 0.283463 -0.03 -0.04 -0.04 0.37

=====

Entry 3:
5
Properties=species:S:1:pos:R:3:forces:R:3:mulliken_charge:R:1 method="wB97M-V/def2-TZVPD" total_charge=-2 e_above_lowest_kcal_mol=172.8 lumo_energy_ev=1.36
Mg -0.159067 0.020029 -0.158374 0.62 0.62 0.75 1.21
Cl 0.825680 -4.358608 -0.305008 -0.22 0.50 -0.07 -0.89
Cl 0.581848 1.439933 -3.668257 -0.21 -0.47 1.03 -0.79
Cl 1.454515 0.010089 3.000932 -0.63 0.04 -1.37 -0.72
Cl -2.702976 2.888558 1.130707 0.45 -0.69 -0.34 -0.82

=====

Number 1: total energy -51300.358 eV. Number 2: total energy -118006.521 eV. Number 3: total energy -55535.912 eV.